This record from the Open Molecules 2025 dataset describes a single C3H7N3O2 molecule at a distorted geometry. The level of theory is ωB97M-V with the def2-TZVPD basis set.

Properties
LUMO	0.0262	hartree
SMILES string	CN1CN=[N+]([O-])OC1
ΔE to the lowest compared entry with this formula, charge and spin	710.8	kJ/mol
net charge	0
frontier orbital gap	0.3775	Ha
DFT total energy	-433.0520	hartree

XYZ file:
```
15
Properties=species:S:1:pos:R:3:forces:R:3:mulliken_charge:R:1
C -0.89428 0.25261 0.42918 0.906 -1.458 -0.453 -1.0492
N 0.55951 -0.05106 0.42293 -2.663 0.986 0.379 -0.2009
C 1.19148 1.10919 -0.24547 -1.533 -2.968 -0.834 -0.4662
N 2.52246 1.20591 0.04624 3.392 -0.276 0.558 -0.6455
N 3.12469 0.12765 0.09058 -0.135 -0.911 -0.405 1.1500
O 4.29713 -0.12050 0.14813 -0.916 0.204 0.326 -0.6062
O 2.35325 -1.18585 -0.12913 2.076 -1.178 0.293 -0.4092
C 0.93256 -1.37870 -0.04922 0.924 2.495 -2.085 -0.1705
H -1.27632 -0.57647 1.01471 -1.022 -0.326 -0.672 0.3968
H -1.11650 1.08484 1.03344 0.165 1.320 0.795 0.3675
H -1.32743 0.49437 -0.58374 0.187 -0.904 0.779 0.3147
H 1.08530 0.93217 -1.32912 -0.182 0.651 -0.162 0.3722
H 0.76604 2.01061 0.09696 -1.021 0.813 0.127 0.4296
H 0.76385 -1.63501 -1.13796 -0.769 0.546 0.653 0.2293
H 0.56125 -2.28038 0.48345 0.591 1.007 0.700 0.2877
```
Positions in Å, forces in eV/Å.


This record from the Open Molecules 2025 dataset describes C14H45CdN2O10 as an isolated structure at a distorted geometry. The level of theory is ωB97M-V with the def2-TZVPD basis set.

Properties
LUMO (spin up / spin down)	-0.0103 / -0.0523	hartree
2S+1	2
net charge	0
frontier orbital gap (spin up / spin down)	0.2735 / 0.2689	Ha
DFT total energy	-1589.7726	hartree

XYZ file:
```
72
Properties=species:S:1:pos:R:3:forces:R:3:lowdin_spin:R:1
Cd -4.12263 1.48728 -0.77705 -1.453 -0.106 1.488 0.6453
C -0.33259 1.24044 -1.46276 0.012 0.826 -0.210 0.0019
C -0.87453 1.45049 -0.04383 -0.827 -1.097 -0.601 0.0100
O -2.28136 1.20239 0.01434 1.658 0.113 0.854 0.1384
H -0.56357 0.28949 -1.94279 -0.287 -0.171 0.525 0.0004
H 0.74677 1.36564 -1.54890 0.103 0.100 0.252 0.0006
H -0.77241 2.01749 -2.08794 0.114 0.134 -0.162 0.0006
H -0.63726 2.43106 0.36883 0.176 0.170 -0.227 0.0001
H -0.39641 0.70386 0.59024 0.229 0.033 0.344 0.0022
O 0.06063 3.50898 -4.34195 0.093 0.048 -0.270 0.0012
H 0.22104 2.58320 -4.52478 0.190 -0.232 -0.095 0.0003
H -0.65895 3.50777 -3.71074 -0.185 0.276 0.331 0.0005
O -3.35206 1.66411 -2.72605 0.210 -0.366 -2.110 0.1347
H -3.62818 1.35287 -3.58810 -0.378 -0.305 -0.239 0.0064
H -2.52933 2.12522 -2.88959 0.514 0.464 0.292 0.0042
O -1.71548 -1.62954 -0.05466 0.164 -0.676 -0.256 0.0056
H -1.73956 -0.67502 0.01276 -0.460 0.715 0.020 0.0013
H -1.55359 -1.92931 0.83986 0.008 -0.138 0.194 0.0002
O -3.08530 1.91991 2.75159 -0.144 0.088 0.666 0.0203
H -3.52167 2.76186 2.62146 -0.096 0.219 0.076 0.0024
H -2.73303 1.69648 1.89007 0.291 -0.361 -0.864 0.0047
O -2.30859 4.13124 -2.69346 0.341 0.015 -0.125 0.0113
H -3.01654 4.35478 -3.29768 -0.205 0.190 -0.273 0.0008
H -2.66273 4.32687 -1.82597 0.030 0.086 0.394 0.0049
C -1.20528 5.17874 1.68729 0.656 -0.451 0.036 0.0004
O -0.83740 5.12036 3.03440 1.136 -0.516 0.937 0.0003
C 0.37066 4.35836 3.40126 -0.013 1.711 -0.549 0.0001
C 0.92417 5.03346 4.66431 -0.747 -0.980 1.270 0.0000
N -0.07960 5.05549 5.74971 0.402 0.407 -0.226 0.0000
C -0.74409 3.77254 6.00736 0.550 -0.160 -0.197 0.0001
C -1.70057 3.86990 7.15025 0.336 0.685 2.920 0.0000
O -1.86801 2.65339 7.90915 -0.256 -1.077 -1.132 0.0000
C -2.98868 2.59124 8.79213 1.268 -0.079 -0.543 0.0000
H -0.31038 5.44595 1.12527 -0.233 0.551 -0.521 0.0000
H -2.04430 5.87098 1.61690 0.301 0.219 -0.187 0.0000
H -1.53001 4.22282 1.27637 -0.195 -0.416 0.143 0.0003
H 1.25147 4.45737 2.76684 -0.408 0.279 -1.267 0.0000
H 0.10533 3.30166 3.36862 0.096 -0.035 0.798 0.0002
H 1.30299 6.05273 4.58898 -0.895 0.431 -1.017 0.0000
H 1.90142 4.65057 4.95838 -0.223 -1.284 0.306 0.0000
H -0.73118 5.72481 5.36556 -0.562 0.040 0.367 0.0000
H 0.07199 3.10624 6.28694 -0.209 -0.428 -0.116 0.0000
H -1.31428 3.39449 5.15880 0.294 -0.272 -0.347 0.0002
H -2.60138 4.41816 6.87449 -0.560 -0.543 -0.128 0.0000
H -1.25355 4.44928 7.95808 0.309 1.082 -0.439 0.0000
H -2.94277 3.46193 9.44626 -0.884 0.472 -0.254 0.0000
H -2.85153 1.76720 9.49231 0.264 -0.311 -0.334 0.0000
H -3.86168 2.36740 8.17904 -0.505 0.658 0.457 0.0000
C 0.54521 -2.63097 -2.94108 0.724 -0.664 -0.650 0.0001
O 0.72014 -3.08848 -4.27683 -0.155 -0.859 -1.895 0.0001
C 0.81472 -4.53887 -4.53415 1.266 0.805 2.714 0.0000
C 1.86786 -5.02312 -5.61675 -3.585 0.391 -0.083 0.0000
N 2.24079 -6.43407 -5.40570 -1.673 1.270 -0.708 0.0000
C 3.50140 -6.44309 -4.78468 2.689 -0.468 0.689 0.0000
C 3.95314 -7.85865 -4.29463 -0.300 1.267 -0.013 0.0000
O 5.20177 -7.77471 -3.60975 0.083 -0.718 0.347 0.0000
C 5.41707 -8.86174 -2.69401 -0.432 -0.110 0.101 0.0000
H 1.58045 -2.58979 -2.60244 -0.259 -0.271 1.269 0.0000
H -0.18062 -3.25338 -2.41774 0.422 -0.132 0.476 0.0000
H 0.16859 -1.60977 -2.88267 -0.120 -0.030 -0.649 0.0001
H -0.20010 -4.93618 -4.51475 -0.181 -0.058 -1.487 0.0000
H 1.13640 -5.06931 -3.63790 0.599 0.382 0.699 0.0000
H 2.70578 -4.35671 -5.82145 -0.052 0.218 0.405 0.0000
H 1.17143 -5.00709 -6.45510 0.713 -0.037 -0.854 0.0000
H 2.33839 -6.72108 -6.36913 0.093 -0.816 0.070 0.0000
H 3.59434 -5.65625 -4.03612 -0.552 -0.482 0.815 0.0000
H 4.22266 -6.02510 -5.48694 0.749 -0.422 -0.356 0.0000
H 4.00224 -8.49317 -5.17955 0.288 -0.291 -0.095 0.0000
H 3.16429 -8.26872 -3.66404 -0.036 0.012 0.280 0.0000
H 6.40210 -8.90061 -2.22892 0.254 0.774 -0.534 0.0000
H 5.29282 -9.85267 -3.13074 -0.177 0.017 -0.509 0.0000
H 4.73297 -8.81910 -1.84649 -0.377 0.216 -0.013 0.0000
```
Positions in Å, forces in eV/Å.


This record from the Open Molecules 2025 dataset describes a 8-piece molecular cluster, C5H29N2O8 overall at a distorted geometry. The level of theory is ωB97M-V with the def2-TZVPD basis set.

Properties
LUMO	-0.0848	hartree
ΔE to the lowest compared entry with this formula, charge and spin	399.0	kJ/mol
net charge	+1
frontier orbital gap	0.3769	Ha
DFT total energy	-919.0191	hartree

XYZ file:
```
44
Properties=species:S:1:pos:R:3:forces:R:3:mulliken_charge:R:1
N 0.08119 1.07737 -0.81638 -2.960 0.257 1.591 -0.0046
C -0.28569 -0.08363 0.17627 0.571 1.233 0.225 1.4750
C 0.19583 0.49583 1.57580 1.839 2.158 -1.459 -0.1893
C -0.08984 -0.49700 2.60273 -3.042 0.454 -0.270 -1.0801
O -1.40865 -0.14840 3.15093 1.380 -1.174 1.956 -0.5748
C -1.78974 -0.35319 0.17058 0.358 0.997 1.142 -1.2957
N -2.10882 -1.48250 -0.72938 -2.125 0.521 -0.300 -0.0559
C -3.08857 -2.40225 -0.02496 2.032 -2.480 -0.588 -0.8423
H -0.28247 1.04252 -1.79094 -0.042 -0.064 0.575 0.4552
H 1.06349 1.04938 -0.94694 1.391 0.703 0.264 0.2288
H -0.27574 1.98845 -0.24365 1.687 -2.318 -2.100 0.4505
H 0.32040 -1.05231 -0.03347 -1.338 2.334 0.061 -0.7113
H 1.30222 0.71767 1.55131 -0.724 -0.778 -0.413 0.3668
H -0.11983 1.57236 1.87781 -0.502 -2.008 -0.688 0.1600
H 0.60791 -0.61252 3.34667 1.721 0.246 1.944 0.6050
H -0.20022 -1.45510 2.16124 -0.036 -1.240 -0.590 0.2725
H -1.34851 -0.58514 4.04239 -0.840 0.752 -1.086 0.3313
H -1.99312 -0.53397 1.25639 -0.159 -0.958 -1.119 0.3778
H -2.37906 0.62054 0.17293 0.439 -0.883 -1.080 0.1670
H -2.56416 -1.16598 -1.65287 0.839 -0.416 2.058 0.3207
H -2.98526 -3.48558 -0.54537 -0.577 2.520 1.235 0.2425
H -2.78032 -2.53018 1.06091 -0.140 0.136 -1.430 0.2717
H -4.10400 -2.05644 -0.00931 -0.564 0.152 -0.274 0.3259
H 1.04290 1.14719 -4.07064 -1.312 1.023 1.006 0.3358
H -0.38947 1.81405 -4.15446 -1.564 0.404 -1.776 0.2668
O 0.30532 1.62956 -3.57682 2.777 -1.408 0.883 -0.6219
H -2.17742 3.56467 2.33966 -4.058 0.106 -1.149 0.2723
H -1.26468 3.22847 3.35660 0.464 -2.391 5.724 0.2536
O -1.30636 3.57451 2.55454 3.496 2.278 -4.493 -0.5393
H 1.66882 -2.40402 1.00542 0.018 -0.654 1.020 0.2715
H 1.39278 -2.70566 -0.50611 -0.169 -0.205 -0.187 0.3145
O 1.74378 -2.05910 0.13317 0.567 -0.434 -0.573 -0.7362
H 2.78892 0.41957 -2.13173 -0.215 -1.488 1.766 0.3156
H 3.38520 1.60447 -2.63824 0.675 1.287 -0.132 0.3322
O 3.01240 0.79949 -2.95250 -0.324 0.253 -2.143 -0.6360
H 4.19041 -0.36124 -0.49429 -1.843 1.120 -0.092 0.3425
H 2.81817 -0.98722 -0.24238 0.063 1.445 -0.191 0.3854
O 3.21775 -0.07628 -0.45284 1.924 -2.084 0.513 -0.7558
H -0.48376 -2.67621 -1.99061 0.916 -0.489 0.538 0.2989
H 0.35672 -3.92697 -2.43349 0.091 0.579 0.441 0.2922
O 0.37993 -3.14444 -1.84824 -1.049 -0.176 -0.859 -0.6409
H 1.58262 3.22634 1.13333 2.471 -0.342 2.911 0.2362
H 1.04192 4.06060 0.10590 -0.701 -1.403 0.242 0.2325
O 0.92702 3.15226 0.51105 -1.437 2.435 -3.105 -0.5165
```
Positions in Å, forces in eV/Å.